# 1
{"formula": "C2H7O2", "method": "ωB97M-V/def2-TZVPD", "symbols": ["O", "H", "H", "H", "C", "C", "O", "H", "H", "H", "H"], "coordinates": [[-1.5626, 2.3748, -0.4654], [-2.3989, 2.4784, -0.9374], [2.1604, -1.6591, -0.0822], [-1.4552, 3.2438, -0.0668], [1.4428, -1.3703, 0.6952], [0.1882, -1.1180, -0.0779], [-0.3811, 0.0605, -0.2971], [1.8058, -0.5038, 1.2444], [1.3337, -2.2550, 1.3240], [-0.0541, -1.9066, -0.7851], [-1.0789, 0.6553, -0.5516]], "atomic_forces_ev_per_a": [[-0.8, 0.4, -0.4], [0.1, -0.1, 0.0], [0.5, 0.1, 0.3], [0.4, -0.1, 0.2], [-0.3, 0.5, -0.9], [-1.4, -1.5, -0.5], [2.4, 1.2, 1.0], [0.0, -0.1, 0.1], [-0.1, 0.2, 0.3], [-0.2, 0.0, -0.1], [-0.7, -0.5, -0.1]], "e_lumo_ev": [0.34, 0.34], "orbital_gap_ev": [6.18, 10.35], "spin_multiplicity": 2}

# 2
{"formula": "C2H7O2", "method": "ωB97M-V/def2-TZVPD", "symbols": ["O", "H", "H", "H", "C", "C", "O", "H", "H", "H", "H"], "coordinates": [[0.7350, 0.7642, -1.4286], [0.7139, 1.5377, -1.9990], [-0.7781, -1.3083, -0.4141], [0.3076, 0.1021, -1.9610], [-1.0540, -0.7293, 0.4630], [0.1145, 0.0835, 0.8286], [1.2272, -0.4499, 1.1838], [-1.8402, 0.0184, 0.3198], [-1.4829, -1.3465, 1.2559], [0.1227, 1.1663, 0.8464], [1.9344, 0.1618, 0.9052]], "atomic_forces_ev_per_a": [[0.1, 0.1, 0.4], [0.1, 0.4, 0.1], [-0.2, -0.2, 0.0], [-0.2, -0.6, -0.5], [-0.5, 1.5, 0.9], [0.8, -0.5, 0.6], [-0.8, 0.0, -1.3], [0.0, -0.4, -0.8], [0.7, -0.4, 0.1], [-0.4, 0.1, -0.2], [0.5, 0.1, 0.8]], "charge": 1, "e_lumo_ev": -5.87, "orbital_gap_ev": 11.17}

no.,total energy (eV)
1,-6279.5156
2,-6274.0922